{"formula": "BH24O10", "method": "ωB97M-V/def2-TZVPD", "charge": -1, "de_lowest_kcal_mol": 77.44, "e_lumo_ev": 2.7, "homo_ev": -6.4, "homo_lumo_gap_ev": 9.2, "energy_ha": -791.570919, "species": ["B", "H", "H", "H", "H", "O", "H", "H", "O", "H", "H", "O", "H", "H", "O", "H", "H", "O", "H", "H", "O", "H", "H", "O", "H", "H", "O", "H", "H", "O", "H", "H", "O", "H", "H"], "positions_angstrom": [[0.77, -0.15, -0.01], [-0.24, -0.68, -0.09], [1.54, -0.96, -0.43], [0.94, 0.81, -0.79], [1.00, 0.15, 1.16], [-3.08, 0.01, 1.52], [-3.18, -0.88, 1.67], [-3.00, 0.02, 0.65], [0.00, -2.72, 1.93], [0.34, -2.03, 1.45], [0.29, -3.50, 1.41], [2.78, -2.14, 2.98], [2.96, -1.77, 3.84], [1.76, -2.07, 2.89], [0.60, -0.68, -3.29], [0.97, -0.94, -2.34], [1.35, -0.41, -3.89], [-1.48, -2.94, -2.17], [-1.02, -2.24, -2.27], [-0.88, -3.58, -2.47], [-0.87, -0.08, 3.28], [-1.67, 0.40, 3.27], [-0.65, -0.25, 2.28], [-0.57, 2.77, 1.44], [-0.41, 1.93, 1.12], [-1.45, 2.70, 1.76], [-1.71, 1.63, -2.72], [-1.34, 0.87, -2.33], [-2.53, 1.56, -2.43], [-0.28, 3.92, -1.25], [-0.31, 3.10, -1.72], [-0.52, 3.72, -0.43], [3.47, 1.44, -1.02], [2.63, 1.13, -1.09], [3.79, 1.87, -1.91]]}